{"formula": "C61H154N10O20", "method": "ωB97M-V/def2-TZVPD", "e_lumo_ev": 0.41, "homo_energy_ev": -8.43, "e_above_lowest_kcal_mol": 264.0, "homo_lumo_gap_ev": 8.83, "multiplicity": 1, "elements": ["C", "O", "C", "C", "C", "N", "H", "H", "H", "H", "H", "H", "H", "H", "H", "H", "H", "C", "O", "C", "C", "N", "C", "C", "O", "C", "H", "H", "H", "H", "H", "H", "H", "H", "H", "H", "H", "H", "H", "H", "H", "C", "O", "C", "C", "N", "C", "C", "O", "C", "H", "H", "H", "H", "H", "H", "H", "H", "H", "H", "H", "H", "H", "H", "H", "C", "O", "C", "C", "N", "C", "C", "O", "C", "H", "H", "H", "H", "H", "H", "H", "H", "H", "H", "H", "H", "H", "H", "H", "C", "O", "C", "C", "N", "C", "C", "O", "C", "H", "H", "H", "H", "H", "H", "H", "H", "H", "H", "H", "H", "H", "H", "H", "C", "O", "C", "C", "N", "C", "C", "O", "C", "H", "H", "H", "H", "H", "H", "H", "H", "H", "H", "H", "H", "H", "H", "H", "C", "O", "C", "C", "N", "C", "C", "O", "C", "H", "H", "H", "H", "H", "H", "H", "H", "H", "H", "H", "H", "H", "H", "H", "C", "O", "C", "C", "N", "C", "C", "O", "C", "H", "H", "H", "H", "H", "H", "H", "H", "H", "H", "H", "H", "H", "H", "H", "C", "O", "C", "C", "N", "C", "C", "O", "C", "H", "H", "H", "H", "H", "H", "H", "H", "H", "H", "H", "H", "H", "H", "H", "C", "O", "C", "C", "N", "C", "C", "O", "C", "H", "H", "H", "H", "H", "H", "H", "H", "H", "H", "H", "H", "H", "H", "H", "C", "C", "C", "O", "H", "H", "H", "H", "H", "H", "H", "H"], "positions_angstrom": [[-7.9151, -3.2676, 7.1405], [-7.5992, -1.9023, 7.5946], [-7.9795, -1.7477, 9.0126], [-8.0615, -0.3728, 9.5574], [-9.1977, 0.4718, 8.9584], [-6.8120, 0.3278, 9.3318], [-8.9503, -3.1952, 6.8068], [-7.7364, -3.9444, 7.9760], [-7.3297, -3.6928, 6.3253], [-9.0059, -2.1144, 9.0022], [-7.3846, -2.4008, 9.6512], [-8.1546, -0.6233, 10.6142], [-9.0782, 0.5698, 7.8794], [-9.1391, 1.5126, 9.2769], [-10.1829, 0.0536, 9.1649], [-6.1501, -0.4285, 9.2320], [-6.7799, 0.7135, 8.3989], [-2.5485, -0.8817, -0.3430], [-1.3447, -1.2123, 0.4326], [-1.4525, -0.8698, 1.7782], [-0.1701, -1.0209, 2.5432], [0.8515, -0.0519, 2.2498], [0.6555, 1.2803, 2.6951], [1.8427, 2.1298, 2.0968], [1.8971, 1.9104, 0.7704], [2.9885, 2.5839, 0.1785], [-2.6090, 0.1617, -0.6526], [-3.3543, -1.1702, 0.3320], [-2.6718, -1.4097, -1.2886], [-2.2357, -1.5178, 2.1716], [-1.7812, 0.1693, 1.7633], [0.2393, -1.9944, 2.2736], [-0.4316, -0.9674, 3.6001], [1.0526, -0.1249, 1.2628], [0.7915, 1.2908, 3.7765], [-0.3585, 1.6577, 2.5634], [2.8252, 1.8125, 2.4463], [1.6919, 3.2056, 2.1870], [2.7883, 3.6501, 0.2839], [3.0100, 2.3622, -0.8885], [3.8866, 2.1785, 0.6446], [1.5161, -18.1594, -6.4155], [0.8674, -16.9388, -6.3686], [1.5697, -15.7202, -6.0117], [0.5150, -14.6170, -5.8720], [1.1004, -13.2879, -5.6798], [1.5764, -13.0895, -4.3210], [1.8543, -11.6021, -4.0277], [0.7012, -10.9170, -3.9436], [0.6310, -9.6668, -4.5982], [1.5954, -18.5583, -5.4042], [2.5362, -18.0717, -6.7895], [1.1141, -18.9130, -7.0926], [2.2250, -15.4596, -6.8428], [2.1724, -15.9363, -5.1296], [-0.1625, -14.7560, -5.0296], [-0.1923, -14.6063, -6.7013], [0.2958, -12.6893, -5.7996], [2.4546, -13.7331, -4.3729], [0.9965, -13.5657, -3.5304], [2.5303, -11.1391, -4.7466], [2.4199, -11.5088, -3.1006], [1.2553, -8.8873, -4.1616], [-0.3943, -9.3007, -4.5458], [0.8859, -9.8114, -5.6481], [-12.3773, -0.6402, 0.1224], [-13.5182, 0.1532, -0.2955], [-13.6095, 1.5629, 0.1038], [-15.0244, 2.1751, -0.2543], [-16.0696, 1.4305, 0.3236], [-16.5724, 1.8390, 1.6833], [-17.2610, 0.6945, 2.4520], [-16.4835, -0.4854, 2.4945], [-15.1425, -0.3123, 3.0067], [-12.1609, -1.5169, -0.4883], [-12.3226, -1.0209, 1.1423], [-11.5491, 0.0369, -0.0869], [-12.8927, 2.1364, -0.4840], [-13.3335, 1.7604, 1.1396], [-15.0945, 2.0482, -1.3346], [-15.0313, 3.2586, -0.1358], [-15.7179, 0.4842, 0.2932], [-17.3137, 2.6364, 1.6309], [-15.7447, 2.0616, 2.3567], [-18.1802, 0.4501, 1.9196], [-17.6028, 1.1480, 3.3824], [-15.0855, 0.1596, 3.9876], [-14.4579, -0.0157, 2.2120], [-14.6683, -1.2681, 3.2296], [-7.6975, 3.0301, 0.0492], [-7.2940, 3.1664, -1.2542], [-7.0087, 4.5209, -1.4974], [-6.2962, 4.7348, -2.8639], [-7.1261, 4.3890, -3.9803], [-8.2652, 5.2540, -4.3121], [-8.8143, 4.8889, -5.6804], [-10.1125, 4.2411, -5.6478], [-9.9946, 2.8235, -5.3086], [-6.8349, 3.1346, 0.7072], [-8.0165, 2.0156, 0.2881], [-8.5289, 3.6157, 0.4417], [-6.2416, 4.8654, -0.8040], [-7.9499, 5.0508, -1.3505], [-5.4081, 4.1045, -2.9099], [-5.9548, 5.7536, -3.0469], [-7.4634, 3.4759, -3.7109], [-7.9888, 6.2864, -4.5258], [-8.9220, 5.1389, -3.4498], [-8.1032, 4.3285, -6.2874], [-8.8445, 5.8492, -6.1952], [-11.0343, 2.5882, -5.0815], [-9.3495, 2.5897, -4.4617], [-9.7329, 2.2738, -6.2127], [8.3276, -3.1781, 5.5769], [9.4971, -3.7804, 6.0054], [9.5368, -4.0014, 7.4381], [10.7461, -4.9413, 7.7696], [11.1582, -4.7477, 9.2090], [12.3524, -5.5560, 9.6079], [12.5582, -5.5408, 11.0702], [13.2703, -4.4432, 11.4106], [13.4464, -4.2333, 12.8555], [8.0175, -2.4572, 6.3333], [7.5347, -3.8999, 5.3807], [8.6255, -2.6820, 4.6531], [8.6456, -4.3721, 7.9445], [9.7450, -3.0110, 7.8430], [11.6167, -4.7175, 7.1532], [10.4857, -5.9965, 7.6868], [11.3398, -3.8123, 9.5439], [13.2791, -5.3580, 9.0693], [12.0503, -6.5801, 9.3887], [13.0149, -6.4606, 11.4358], [11.6359, -5.5162, 11.6506], [12.5464, -4.0985, 13.4554], [14.1163, -3.3816, 12.9734], [13.9883, -5.0689, 13.2987], [-3.1693, -4.0107, -14.7584], [-3.6399, -2.6874, -14.5364], [-4.5305, -2.5641, -13.5129], [-3.7625, -1.8908, -12.3455], [-3.4007, -2.8102, -11.2789], [-2.6509, -2.1730, -10.1265], [-1.1293, -2.1924, -10.4380], [-0.6058, -3.5470, -10.6688], [0.7955, -3.7588, -10.5106], [-3.9613, -4.5952, -15.2265], [-2.7863, -4.4880, -13.8564], [-2.3887, -3.8738, -15.5067], [-4.9981, -3.4954, -13.1931], [-5.3260, -1.8434, -13.7022], [-4.4356, -1.1632, -11.8920], [-2.9284, -1.2998, -12.7239], [-2.7262, -3.4031, -11.7411], [-2.7850, -2.7763, -9.2286], [-3.0518, -1.1736, -9.9572], [-0.5090, -1.6547, -9.7208], [-0.9496, -1.7058, -11.3967], [1.0840, -3.2248, -11.4159], [0.9742, -4.8223, -10.6693], [1.3004, -3.4708, -9.5885], [5.5255, 13.3958, -7.0090], [6.2035, 12.8312, -5.8805], [7.1458, 13.7454, -5.2840], [7.9705, 12.8786, -4.1868], [7.4728, 12.6831, -2.8186], [8.4129, 12.0746, -1.8527], [7.6306, 12.1287, -0.4182], [7.2542, 10.7580, -0.1052], [6.5048, 10.5731, 1.0223], [5.1603, 14.4065, -6.8264], [4.6459, 12.7683, -7.1527], [6.1523, 13.4349, -7.8999], [6.4739, 14.5539, -4.9961], [7.7438, 14.1528, -6.0992], [8.9351, 13.3474, -3.9921], [8.1662, 11.8919, -4.6065], [6.6171, 12.1867, -2.6152], [9.3879, 12.5494, -1.7431], [8.6681, 11.0332, -2.0486], [6.7441, 12.7565, -0.5085], [8.2219, 12.6355, 0.3444], [7.0732, 10.9900, 1.8536], [6.2582, 9.5296, 1.2182], [5.5425, 11.0638, 0.8762], [11.5360, 3.1489, -3.6145], [10.5298, 3.5915, -4.4885], [10.6351, 3.3110, -5.9496], [11.7341, 4.2751, -6.6424], [11.3302, 5.6815, -6.7466], [11.4877, 6.3912, -5.4895], [12.8273, 7.0976, -5.4305], [12.8742, 7.9539, -4.2741], [13.9410, 8.8877, -4.3051], [11.1305, 2.9620, -2.6201], [12.2594, 3.9384, -3.4108], [12.0543, 2.2479, -3.9425], [9.7155, 3.6035, -6.4564], [10.9446, 2.2798, -6.1194], [11.9269, 3.9227, -7.6557], [12.6810, 4.0445, -6.1542], [10.4164, 5.9048, -7.1143], [11.4450, 5.7520, -4.6076], [10.6397, 7.0571, -5.3295], [12.9433, 7.6318, -6.3735], [13.5878, 6.3290, -5.2927], [14.8572, 8.3386, -4.5219], [14.2783, 9.4785, -3.4534], [13.6866, 9.6128, -5.0782], [-0.6596, -2.5656, 9.0039], [-1.1918, -3.8547, 8.9537], [-0.8303, -4.6327, 10.1174], [-1.4829, -5.9982, 9.9588], [-1.2915, -6.6029, 8.6590], [0.1328, -6.6693, 8.1393], [0.2902, -7.4965, 6.7995], [-0.3409, -6.7368, 5.8131], [-0.0876, -7.1700, 4.5320], [-1.2020, -1.9807, 9.7466], [-0.9115, -2.0306, 8.0882], [0.4265, -2.4969, 9.0660], [-1.1484, -4.0393, 10.9745], [0.1908, -5.0141, 10.1096], [-2.5346, -5.9415, 10.2394], [-1.0563, -6.5486, 10.7973], [-1.7019, -5.8275, 8.1585], [0.7749, -7.1779, 8.8585], [0.4506, -5.6581, 7.8852], [-0.3418, -8.3806, 6.8830], [1.2631, -7.9438, 6.5956], [0.9541, -7.0793, 4.2239], [-0.6116, -6.4655, 3.8861], [-0.4297, -8.1868, 4.3392], [0.4648, 9.0261, 6.2608], [-0.9933, 8.6300, 6.0216], [-1.2324, 8.0747, 4.5373], [-1.3842, 7.6185, 6.9971], [0.5031, 9.2635, 7.3239], [0.4970, 9.9296, 5.6519], [1.1960, 8.2351, 6.0939], [-1.4315, 9.6154, 6.1794], [-1.2367, 6.9927, 4.4053], [-0.4611, 8.4504, 3.8650], [-2.2014, 8.2424, 4.0672], [-1.6824, 7.9777, 7.8360]], "mulliken_charge": [-0.7066, -0.3796, -0.8863, 0.5193, -1.3948, -0.7646, 0.2670, 0.3051, 0.2605, 0.4796, 0.3660, 0.2585, 0.3222, 0.3950, 0.3632, 0.2772, 0.3183, -0.7005, -0.3836, -0.3005, -0.9359, -0.2659, -0.6203, -0.5988, -0.2772, -0.7471, 0.2653, 0.3137, 0.2617, 0.3820, 0.3322, 0.3465, 0.3953, 0.2738, 0.3010, 0.3568, 0.3546, 0.4081, 0.2937, 0.2180, 0.3274, -0.7449, -0.3256, -0.4311, -0.6399, -0.4094, -0.5509, -0.7069, -0.3326, -0.7585, 0.2772, 0.3017, 0.2740, 0.2593, 0.3663, 0.3495, 0.3852, 0.2378, 0.3703, 0.3772, 0.4214, 0.3771, 0.3059, 0.2314, 0.3654, -0.5906, -0.3992, -0.5307, -0.8750, -0.3802, -0.4966, -0.5998, -0.3705, -0.2579, 0.2696, 0.2402, 0.2154, 0.4953, 0.3131, 0.3644, 0.4155, 0.3128, 0.3934, 0.3140, 0.3632, 0.3428, 0.3070, -0.1310, 0.2858, -0.8364, -0.3169, -0.3563, -0.9712, -0.3418, -0.2744, -0.7054, -0.3775, -0.5804, 0.3434, 0.3007, 0.3152, 0.3816, 0.3708, 0.3620, 0.4193, 0.2256, 0.2915, 0.2905, 0.3703, 0.3602, 0.2455, 0.2039, 0.2780, -0.6811, -0.3178, -0.4073, -0.5016, -0.3008, -0.6188, -0.6394, -0.3124, -0.7779, 0.3249, 0.2493, 0.2285, 0.3140, 0.3140, 0.2954, 0.2418, 0.2308, 0.3194, 0.3997, 0.4119, 0.3431, 0.3067, 0.2584, 0.3194, -0.6545, -0.3534, -0.6597, -0.4499, -0.3630, -0.5888, -0.5129, -0.3361, -0.7534, 0.2921, 0.2931, 0.2281, 0.3602, 0.3584, 0.4203, 0.2561, 0.1992, 0.2696, 0.3794, 0.4784, 0.3040, 0.3406, 0.2297, 0.2626, -0.7408, -0.3056, -0.5112, -0.6122, -0.3573, -0.5545, -0.7309, -0.3041, -0.7048, 0.3081, 0.2463, 0.2875, 0.3540, 0.3548, 0.3628, 0.3142, 0.2628, 0.3645, 0.3100, 0.4241, 0.4169, 0.2955, 0.2328, 0.2877, -0.6441, -0.3625, -0.4991, -0.7218, -0.2960, -0.2323, -0.5055, -0.3264, -0.7242, 0.2608, 0.2338, 0.3022, 0.3333, 0.3648, 0.4343, 0.2599, 0.2682, -0.0090, 0.4525, 0.3452, 0.2080, 0.2843, 0.2822, 0.2908, -0.8437, -0.3480, -0.4243, -0.9213, -0.3978, -0.3180, -0.7982, -0.2409, -0.8191, 0.3299, 0.2695, 0.3197, 0.5104, 0.2860, 0.3778, 0.3704, 0.3561, 0.4201, 0.2073, 0.3359, 0.4606, 0.3232, 0.2374, 0.3071, -1.1925, 0.4426, -1.1825, -0.5643, 0.3048, 0.3798, 0.2916, 0.2319, 0.3396, 0.3135, 0.3178, 0.3178]}